No. 1
This record from the OMol25 dataset describes a molecular structure, C6H15N3 at a distorted geometry. The level of theory is the ωB97M-V functional and the def2-TZVPD basis.

Cartesian coordinates (Å):
C -0.82 0.12 0.58
C 1.68 0.04 0.14
C -0.15 -0.58 -0.44
C -1.03 -0.52 1.93
C 2.49 -1.23 0.02
N -0.92 1.49 0.55
N 2.08 1.05 -0.75
C -2.73 0.28 -1.74
N -2.50 -0.56 -0.85
H 1.67 0.43 1.16
H -1.03 1.90 -0.37
H -1.07 1.97 1.42
H 1.52 1.89 -0.66
H 2.10 0.74 -1.71
H -0.16 -0.16 -1.43
H -0.14 -1.66 -0.36
H -2.11 -0.54 2.13
H -0.67 -1.54 1.96
H -0.54 0.05 2.72
H 2.34 -1.69 -0.96
H 2.18 -1.95 0.78
H 3.55 -1.02 0.14
H -2.04 1.15 -1.97
H -3.68 0.34 -2.31

Energy above the lowest of the compared OMol25 structures with the same formula, charge and spin in kJ/mol: 453.94
Gap between HOMO and LUMO (alpha / beta) in Ha: 0.24615 / 0.24604
LUMO energy (alpha / beta) in eV: 0.684 / 0.683

Atom charges from the natural (NBO) analysis, given in e for atoms 1 to 2: atom 1 (C): 0.458, atom 2 (C): 0.006

No. 2
This record from the OMol25 dataset describes C6H15N3 in the gas phase. The level of theory is the ωB97M-V functional and the def2-TZVPD basis.

Cartesian coordinates (Å):
C -1.85 -0.69 0.46
N -0.49 -0.64 -0.02
C 0.04 0.48 -0.82
C 0.00 0.18 -2.31
C -0.57 1.84 -0.51
C 1.40 0.28 -0.12
C 0.64 -0.60 0.90
N 1.13 -1.94 1.19
N 0.39 0.13 2.12
H -1.98 -1.62 1.01
H -2.51 -0.70 -0.41
H -2.12 0.15 1.10
H 0.39 -0.81 -2.50
H 0.59 0.91 -2.85
H -1.03 0.23 -2.68
H 0.00 2.62 -1.00
H -1.60 1.89 -0.85
H -0.55 2.02 0.57
H 1.85 1.17 0.29
H 2.12 -0.28 -0.72
H 1.00 -2.54 0.38
H 2.11 -1.92 1.43
H 1.26 0.25 2.63
H -0.22 -0.42 2.71

Energy above the lowest of the compared OMol25 structures with the same formula, charge and spin in kJ/mol: 51.80
SMILES string: CN1C(C)(C)CC1(N)N
Gap between HOMO and LUMO in Ha: 0.34725
LUMO energy in eV: 0.941

Atom charges from the natural (NBO) analysis, given in e for atoms 1 to 2: atom 1 (C): -0.422, atom 2 (N): -0.465

No. 3
This record from the OMol25 dataset describes 2 unconnected molecules or ions with the total composition C6H15N3O at a distorted geometry. The level of theory is the ωB97M-V functional and the def2-TZVPD basis.

Cartesian coordinates (Å):
C 1.80 0.66 0.11
C -1.76 -0.07 0.73
C -2.19 0.10 -0.56
C 0.98 -1.46 -0.86
C 3.01 1.25 0.89
C -2.35 -1.27 1.44
N 0.77 1.33 -0.19
N 1.90 -0.69 -0.37
N -1.67 1.25 -1.29
O 1.33 -2.54 -1.46
H -1.12 0.50 1.40
H -2.82 -0.48 -1.20
H -0.13 -1.21 -0.60
H 2.94 1.22 1.93
H 2.96 2.36 0.83
H 3.95 0.80 0.71
H -3.19 -0.78 2.06
H -1.61 -1.71 2.04
H -2.82 -1.96 0.63
H 0.90 2.32 0.14
H 2.97 -1.05 -0.48
H -2.24 2.11 -1.06
H -1.63 1.09 -2.33
H -0.57 1.34 -1.05
H 0.56 -3.10 -1.49

Energy above the lowest of the compared OMol25 structures with the same formula, charge and spin in kJ/mol: 339.91
Gap between HOMO and LUMO in Ha: 0.32661
Total charge: +2
LUMO energy in eV: -8.533

Atom charges from the natural (NBO) analysis, given in e for atoms 1 to 2: atom 1 (C): 0.522, atom 2 (C): -0.141

No. 4
This record from the OMol25 dataset describes a molecular structure, C6H15N3O8P2Pd at a distorted geometry. The level of theory is the ωB97M-V functional and the def2-TZVPD basis.

Cartesian coordinates (Å):
Pd 0.65 -0.13 0.36
C 1.31 -4.30 0.28
C 0.72 -3.02 -0.14
N 1.44 -1.94 -0.34
O 2.78 -2.01 -0.03
C -0.71 -2.86 -0.37
C -1.64 -4.00 -0.54
N -1.14 -1.61 -0.38
O -2.23 -1.13 -0.59
H 2.09 -4.12 1.02
H 1.79 -4.81 -0.56
H 0.56 -4.97 0.70
H 3.30 -1.56 -0.72
H -1.13 -4.92 -0.83
H -2.41 -3.75 -1.27
H -2.18 -4.20 0.40
N 0.89 3.36 2.98
C 1.70 2.36 2.24
C 3.16 2.65 2.47
P 1.21 0.68 2.97
O 2.33 -0.30 2.31
O 1.35 0.94 4.40
O -0.07 0.21 2.34
P 1.30 2.58 0.38
O 2.45 1.65 -0.29
O 1.46 4.02 0.21
O 0.01 1.86 0.08
H 0.96 3.17 4.00
H -0.11 3.32 2.72
H 1.23 4.32 2.77
H 3.39 2.70 3.54
H 3.44 3.60 2.03
H 3.78 1.87 2.02
H 3.03 -0.59 2.91
H 3.15 2.16 -0.73

Energy above the lowest of the compared OMol25 structures with the same formula, charge and spin in kJ/mol: 312.50
Gap between HOMO and LUMO (alpha / beta) in Ha: 0.18786 / 0.18697
Total charge: +2
LUMO energy (alpha / beta) in eV: -11.425 / -11.449

Atom charges from the natural (NBO) analysis, given in e for atoms 1 to 2: atom 1 (Pd): 1.181, atom 2 (C): -0.710